1) {
  "formula": "C9H32N6O7",
  "method": "wB97M-V/def2-TZVPD",
  "molar_mass_g_mol": 336.39,
  "smiles": "NC(N)=O.NC(N)=O.NC(N)=O.CCO.CCO.CO.CO",
  "symbols": ["N", "C", "N", "O", "H", "H", "H", "H", "N", "C", "N", "O", "H", "H", "H", "H", "N", "C", "N", "O", "H", "H", "H", "H", "C", "C", "O", "H", "H", "H", "H", "H", "H", "C", "C", "O", "H", "H", "H", "H", "H", "H", "C", "O", "H", "H", "H", "H", "C", "O", "H", "H", "H", "H"],
  "coordinates": [[5.307, 0.945, 1.785], [4.325, 0.407, 1.122], [3.235, 1.097, 1.180], [4.415, -0.784, 0.431], [6.045, 0.310, 1.899], [5.207, 1.769, 2.405], [2.498, 0.593, 0.736], [2.978, 1.647, 1.995], [-1.508, 1.734, -3.492], [-1.301, 1.032, -2.443], [-0.052, 0.990, -2.151], [-2.178, 0.474, -1.589], [-2.496, 1.539, -3.825], [-0.845, 2.270, -3.934], [0.132, 0.591, -1.282], [0.761, 0.811, -2.854], [-1.819, 3.350, 2.269], [-2.133, 2.368, 1.461], [-2.247, 2.658, 0.196], [-2.488, 1.159, 1.900], [-1.743, 3.079, 3.262], [-1.912, 4.312, 1.947], [-2.545, 1.759, -0.215], [-1.936, 3.503, -0.389], [-3.278, -3.533, -0.547], [-2.884, -2.180, 0.077], [-4.036, -1.604, 0.608], [-3.427, -4.238, 0.270], [-2.364, -3.859, -1.036], [-4.013, -3.388, -1.383], [-2.286, -1.572, -0.550], [-2.270, -2.441, 0.959], [-3.649, -0.900, 1.241], [0.950, -1.791, -0.552], [0.774, -0.990, 0.697], [0.621, 0.420, 0.472], [1.693, -1.323, -1.181], [-0.041, -1.856, -1.143], [1.220, -2.760, -0.203], [1.622, -1.258, 1.330], [-0.004, -1.424, 1.304], [0.042, 0.839, 1.081], [2.671, -0.261, -4.163], [2.111, 0.932, -3.647], [3.494, -0.175, -4.825], [1.922, -0.885, -4.599], [3.023, -0.930, -3.374], [2.447, 1.609, -4.245], [-0.358, -0.753, 4.017], [-1.483, -1.104, 3.219], [0.405, -1.575, 4.109], [-0.759, -0.482, 5.038], [0.055, 0.135, 3.569], [-1.904, -0.268, 3.044]]
}

---

2) {
  "formula": "C9H32N6O7",
  "method": "wB97M-V/def2-TZVPD",
  "molar_mass_g_mol": 336.39,
  "smiles": "NC(N)=O.NC(N)=O.NC(N)=O.CCO.CCO.CO.CO",
  "symbols": ["N", "C", "N", "O", "H", "H", "H", "H", "N", "C", "N", "O", "H", "H", "H", "H", "N", "C", "N", "O", "H", "H", "H", "H", "C", "C", "O", "H", "H", "H", "H", "H", "H", "C", "C", "O", "H", "H", "H", "H", "H", "H", "C", "O", "H", "H", "H", "H", "C", "O", "H", "H", "H", "H"],
  "coordinates": [[1.570, 0.635, 1.974], [1.945, -0.616, 2.240], [2.990, -0.281, 2.926], [1.015, -1.496, 2.679], [0.507, 0.824, 2.068], [1.731, 0.811, 0.941], [3.214, -0.986, 3.672], [3.793, -0.263, 2.224], [-1.390, 3.269, 3.443], [-1.707, 2.010, 3.326], [-1.141, 1.493, 2.254], [-2.344, 1.237, 4.150], [-1.854, 3.689, 4.277], [-1.786, 3.836, 2.664], [-1.719, 0.769, 1.890], [-0.763, 2.198, 1.575], [-1.394, 0.772, -4.993], [-1.642, 1.142, -3.801], [-0.802, 2.145, -3.604], [-2.452, 0.453, -2.925], [-1.974, -0.005, -5.189], [-1.064, 1.385, -5.733], [-0.728, 2.588, -2.629], [0.179, 2.029, -4.052], [0.725, -0.562, -2.247], [1.005, 0.643, -1.393], [2.202, 0.504, -0.673], [1.003, -1.448, -1.779], [1.414, -0.493, -3.099], [-0.260, -0.592, -2.634], [0.093, 0.750, -0.756], [1.025, 1.626, -1.928], [2.958, 0.699, -1.208], [2.196, -3.929, 0.012], [3.237, -3.724, 1.148], [3.992, -2.609, 0.763], [2.578, -4.586, -0.761], [1.990, -2.961, -0.407], [1.237, -4.490, 0.246], [3.991, -4.573, 1.299], [2.718, -3.420, 2.051], [4.715, -2.499, 1.289], [-4.065, 1.817, 0.264], [-2.989, 2.328, -0.565], [-5.005, 2.265, 0.090], [-3.767, 1.921, 1.344], [-4.099, 0.797, 0.061], [-3.172, 2.076, -1.457], [-1.166, -1.501, 0.303], [-1.906, -0.309, 0.346], [-1.506, -2.067, 1.182], [-0.053, -1.458, 0.241], [-1.458, -1.999, -0.683], [-1.841, 0.152, -0.449]]
}

---

Energies relative to the most stable structure, in kcal/mol: 1) 0.0; 2) 88.4.

---

1) {
  "formula": "C8H34O9",
  "method": "wB97M-V/def2-TZVPD",
  "molar_mass_g_mol": 274.35,
  "symbols": ["C", "O", "H", "H", "H", "H", "C", "O", "H", "H", "H", "H", "O", "H", "H", "O", "H", "H", "O", "H", "H", "O", "H", "H", "C", "C", "O", "H", "H", "H", "H", "H", "H", "C", "C", "O", "H", "H", "H", "H", "H", "H", "C", "C", "O", "H", "H", "H", "H", "H", "H"],
  "coordinates": [[-0.041, 0.801, -0.035], [-0.613, -0.469, 0.270], [0.913, 0.824, 0.492], [0.170, 0.883, -1.101], [-0.776, 1.514, 0.338], [-1.043, -0.383, 1.123], [-2.502, -1.089, -1.925], [-2.342, -0.050, -0.988], [-3.410, -1.683, -1.825], [-2.434, -0.642, -2.917], [-1.643, -1.746, -1.790], [-1.622, -0.254, -0.387], [1.277, -1.133, 2.306], [0.774, -0.334, 2.461], [1.819, -1.230, 3.089], [-1.657, -0.027, 1.915], [-2.491, 0.440, 1.958], [-1.188, 0.246, 2.705], [1.515, -1.191, 0.154], [0.694, -0.717, 0.018], [1.570, -1.309, 1.102], [0.253, 0.771, 2.765], [0.495, 1.604, 2.362], [0.359, 0.919, 3.705], [0.733, -0.780, -2.827], [1.681, 0.371, -2.421], [2.761, 0.586, -3.328], [1.308, -1.706, -2.861], [0.264, -0.682, -3.806], [-0.077, -0.896, -2.108], [2.176, 0.164, -1.472], [1.209, 1.347, -2.301], [3.332, 1.276, -2.984], [2.354, 3.095, -0.189], [0.976, 3.428, -0.682], [-0.035, 3.714, 0.288], [2.400, 2.041, 0.084], [2.698, 3.694, 0.654], [3.066, 3.220, -1.005], [0.610, 2.637, -1.337], [1.071, 4.298, -1.332], [-0.720, 4.222, -0.153], [-1.468, -3.910, 1.226], [-1.416, -2.391, 1.202], [-2.516, -1.837, 1.859], [-1.388, -4.215, 2.270], [-0.589, -4.234, 0.669], [-2.397, -4.291, 0.804], [-1.231, -1.960, 0.218], [-0.542, -2.039, 1.750], [-2.341, -0.901, 1.985]]
}

---

2) {
  "formula": "C8H34O9",
  "method": "wB97M-V/def2-TZVPD",
  "molar_mass_g_mol": 274.35,
  "smiles": "C/C=C(\\C)CCCC.O.O.O.O.O.O.O.O.O",
  "symbols": ["C", "C", "C", "C", "C", "C", "C", "C", "H", "H", "H", "H", "H", "H", "H", "H", "H", "H", "H", "H", "H", "H", "H", "H", "O", "H", "H", "O", "H", "H", "O", "H", "H", "O", "H", "H", "O", "H", "H", "O", "H", "H", "O", "H", "H", "O", "H", "H", "O", "H", "H"],
  "coordinates": [[1.738, 1.425, 3.050], [1.691, 0.770, 1.681], [2.624, 1.031, 0.764], [3.743, 1.998, 0.972], [2.663, 0.290, -0.588], [1.641, 0.916, -1.577], [2.349, 1.371, -2.900], [1.528, 1.028, -4.157], [2.000, 2.478, 3.035], [0.821, 1.372, 3.638], [2.502, 0.888, 3.621], [0.935, 0.000, 1.593], [3.929, 2.491, 0.009], [4.733, 1.560, 1.155], [3.609, 2.694, 1.792], [2.292, -0.684, -0.258], [3.720, 0.259, -0.841], [1.231, 1.812, -1.116], [0.888, 0.171, -1.828], [3.336, 0.925, -3.024], [2.520, 2.436, -2.755], [1.057, 1.878, -4.651], [0.831, 0.235, -3.895], [2.134, 0.603, -4.959], [-2.596, -2.975, -0.655], [-2.130, -2.126, -0.651], [-3.544, -2.878, -0.593], [0.109, -4.223, -0.686], [0.130, -5.171, -0.520], [-0.840, -4.025, -0.683], [-1.044, -2.098, 2.251], [-0.825, -2.825, 2.834], [-1.859, -2.288, 1.760], [-3.856, -1.750, 1.394], [-3.465, -0.984, 0.932], [-4.001, -1.266, 2.223], [-1.637, 3.502, -1.350], [-1.028, 2.768, -1.520], [-1.332, 4.112, -2.020], [-0.191, -1.552, -2.292], [0.755, -1.723, -2.240], [-0.602, -2.416, -2.392], [-2.673, 0.501, 3.025], [-2.069, 1.240, 2.965], [-2.104, -0.275, 2.990], [-1.378, -0.743, -0.068], [-0.878, -0.949, 0.731], [-0.977, -0.012, -0.533], [-1.355, 1.924, 0.971], [-1.598, 2.654, 0.379], [-0.917, 2.393, 1.690]]
}

---

Energies relative to the most stable structure, in kcal/mol: 1) 307.3; 2) 0.0.